# 1
DFT (the ωB97M-V functional and the def2-TZVPD basis) results for a 7-piece molecular cluster, C18H33N3O4 overall at a distorted geometry.

Calculated values
⟨S²⟩: 0.7571
HOMO energy (alpha / beta): -11.55 / -11.55 eV
2S+1: 2
calculated total energy: -31849.229 eV
Kohn-Sham gap (alpha / beta): 5.7 / 2.0 eV
total charge: +1

Positions of all 58 atoms, in Å:
C 3.68 -4.09 -2.82
C 3.04 -2.95 -3.58
O 3.31 -2.69 -4.74
C 1.99 -2.08 -2.85
H 4.58 -3.90 -2.22
H 3.95 -4.93 -3.45
H 2.89 -4.49 -2.18
H 1.16 -2.60 -2.37
H 1.61 -1.28 -3.47
H 2.45 -1.60 -1.99
C -4.38 3.39 -2.15
C -3.13 3.97 -1.57
O -2.12 3.35 -1.54
C -3.31 5.27 -0.79
H -5.19 3.50 -1.43
H -4.12 2.39 -2.52
H -4.73 3.90 -3.05
H -3.59 5.92 -1.61
H -2.37 5.68 -0.40
H -4.11 5.26 -0.04
C 3.65 3.32 0.50
C 4.69 3.14 1.53
O 5.19 2.06 1.75
C 5.05 4.36 2.37
H 3.49 2.44 -0.12
H 4.03 4.08 -0.18
H 2.75 3.74 0.95
H 5.34 5.21 1.75
H 5.87 4.19 3.06
H 4.19 4.80 2.88
C -1.92 -4.46 0.49
C -1.83 -5.49 -0.58
O -2.47 -5.44 -1.61
C -0.75 -6.49 -0.21
H -2.82 -3.90 0.26
H -1.01 -3.86 0.50
H -1.95 -4.91 1.49
H 0.26 -6.23 0.09
H -0.68 -7.21 -1.03
H -1.19 -7.07 0.61
C -1.27 -1.55 3.29
C -1.46 -2.45 4.45
N -1.59 -3.04 5.45
H -2.20 -1.40 2.73
H -0.50 -1.94 2.63
H -0.84 -0.60 3.59
C -2.21 1.78 1.95
C -3.32 2.82 2.09
N -4.21 3.55 2.15
H -2.47 0.88 1.39
H -1.98 1.50 2.98
H -1.28 2.26 1.64
C 0.55 1.05 -0.82
C -0.29 -0.17 -0.47
N -0.91 -1.09 -0.20
H 0.06 1.96 -0.47
H 0.91 1.08 -1.84
H 1.48 1.07 -0.25

# 2
DFT (the ωB97M-V functional and the def2-TZVPD basis) results for a 2-piece molecular cluster, C18H33N8O6 overall at a distorted geometry.

Calculated values
HOMO energy: -10.84 eV
2S+1: 1
calculated total energy: -43404.087 eV
Kohn-Sham gap: 8.2 eV
total charge: +1

Positions of all 65 atoms, in Å:
O 6.12 0.13 -4.02
O -2.75 -4.96 4.83
O -2.18 -2.26 0.32
O 5.16 5.67 -2.87
N -6.48 -2.31 0.27
O -4.89 -5.54 5.29
O -2.21 -0.72 1.99
C 5.54 1.20 -4.12
C -3.93 -4.65 4.96
C -2.53 -1.93 1.45
C 5.68 4.58 -2.69
C -7.19 -1.20 0.29
C -5.75 -1.04 1.99
C -5.59 -2.23 1.34
C -0.07 0.06 -1.10
N -0.99 -0.65 -1.68
N -6.77 -0.39 1.32
N 6.97 4.56 -2.30
N 0.47 1.10 -1.73
N -3.55 -2.42 3.72
N 5.54 2.05 -3.10
N 0.27 -0.29 0.11
C 4.81 1.54 -5.41
C 7.87 3.44 -2.02
C -4.28 -2.40 6.02
C -4.64 -3.35 1.64
C 1.55 1.99 -1.25
C -4.36 -3.19 4.71
C -3.32 -2.94 2.34
C 2.61 2.20 -2.35
C 3.71 3.18 -1.90
C 4.82 3.33 -2.97
H -4.44 -6.39 5.42
H -1.89 -0.16 1.27
H -7.99 -0.97 -0.41
H -5.20 -0.70 2.86
H -1.42 -1.42 -1.18
H -1.30 -0.44 -2.62
H -7.19 0.50 1.57
H 7.36 5.48 -2.19
H 0.12 1.28 -2.65
H -2.66 -2.14 4.14
H 6.09 1.74 -2.31
H 1.00 0.20 0.58
H -0.06 -1.18 0.46
H 4.95 0.73 -6.12
H 5.23 2.45 -5.82
H 3.75 1.67 -5.21
H 8.05 2.86 -2.92
H 7.46 2.79 -1.24
H 8.83 3.82 -1.67
H -4.61 -1.37 5.87
H -4.92 -2.86 6.78
H -3.25 -2.39 6.40
H -5.16 -4.11 2.23
H -4.38 -3.83 0.69
H 1.12 2.96 -0.99
H 2.04 1.58 -0.37
H -5.40 -3.21 4.39
H -2.70 -3.83 2.42
H 2.13 2.59 -3.24
H 3.05 1.23 -2.58
H 3.25 4.15 -1.73
H 4.16 2.83 -0.97
H 4.33 3.58 -3.91

# 3
DFT (the ωB97M-V functional and the def2-TZVPD basis) results for a single C18H33NO4S molecule at a distorted geometry.

Calculated values
SMILES: CC(=O)OC[C@H]1[C@@H](CC(C)C)NC(=O)[C@]1(CCCS)CCCCO
HOMO energy: -8.83 eV
2S+1: 1
calculated total energy: -39715.976 eV
Kohn-Sham gap: 9.3 eV

Positions of all 57 atoms, in Å:
C 1.62 -4.48 -0.08
C 0.58 -4.34 -1.17
O 0.18 -5.29 -1.71
O 0.14 -3.13 -1.58
C 0.19 -2.10 -0.59
C -0.30 -0.80 -1.19
C -1.78 -0.62 -1.57
C -2.87 -1.45 -0.88
C -2.99 -1.32 0.64
C -3.41 0.08 1.11
C -4.10 -2.29 1.08
N -1.94 0.85 -1.66
C -0.73 1.52 -1.26
O -0.64 2.68 -1.42
C 0.27 0.55 -0.61
C 0.21 0.38 0.93
C 0.48 1.63 1.79
C -0.61 2.72 1.75
S 0.23 4.29 1.30
C 1.75 0.68 -1.03
C 2.24 2.13 -1.26
C 3.77 2.21 -0.99
C 4.06 2.73 0.43
O 4.44 1.61 1.23
H 1.25 -4.25 0.91
H 2.42 -3.75 -0.28
H 2.10 -5.45 -0.10
H -0.32 -2.37 0.34
H 1.23 -1.93 -0.31
H 0.19 -0.82 -2.17
H -1.81 -0.96 -2.61
H -3.82 -1.09 -1.29
H -2.78 -2.48 -1.22
H -2.08 -1.61 1.18
H -4.48 0.22 0.91
H -2.88 0.88 0.61
H -3.27 0.13 2.19
H -5.06 -2.00 0.65
H -4.16 -2.33 2.16
H -3.86 -3.30 0.73
H -1.96 1.03 -2.66
H 1.00 -0.33 1.19
H -0.72 -0.07 1.28
H 0.53 1.28 2.83
H 1.47 2.01 1.57
H -1.02 2.86 2.74
H -1.44 2.49 1.09
H -0.56 5.26 1.81
H 1.96 0.13 -1.95
H 2.39 0.24 -0.27
H 1.69 2.88 -0.70
H 2.07 2.37 -2.32
H 4.24 2.86 -1.72
H 4.15 1.20 -1.10
H 3.14 3.20 0.80
H 4.83 3.50 0.41
H 4.76 1.96 2.07

# 4
DFT (the ωB97M-V functional and the def2-TZVPD basis) results for C18H34AgF9NO8 as an isolated structure at a distorted geometry.

Calculated values
energy above the lowest of the compared OMol25 structures with the same formula, charge and spin: 5.6355 eV
HOMO energy: -4.40 eV
2S+1: 1
calculated total energy: -65534.690 eV
Kohn-Sham gap: 4.5 eV
total charge: -1

Positions of all 71 atoms, in Å:
Ag -0.30 -2.59 1.43
C 2.96 1.98 2.58
O 2.32 3.10 2.02
O 2.54 0.88 1.75
C 4.51 2.33 2.87
F 5.18 1.15 2.88
F 5.15 3.10 1.90
F 4.59 3.02 4.05
C 2.02 4.25 2.81
C 1.25 5.23 1.84
H 1.79 5.62 0.97
H 0.34 4.69 1.58
H 0.79 6.05 2.39
H 2.93 4.69 3.23
H 1.23 4.14 3.54
H 2.47 1.86 3.55
C 0.30 -4.02 -4.12
O -0.82 -4.05 -5.01
O 0.00 -3.25 -2.95
C 1.05 -5.38 -3.95
F 0.40 -6.22 -3.19
F 1.16 -6.00 -5.12
F 2.29 -5.31 -3.48
C -1.95 -4.92 -4.65
C -2.97 -5.01 -5.78
H -3.72 -4.26 -5.54
H -2.51 -4.63 -6.69
H -3.47 -5.98 -5.79
H -2.35 -4.51 -3.73
H -1.56 -5.93 -4.53
H 1.00 -3.30 -4.55
C -2.42 -2.97 5.14
O -2.33 -1.66 4.63
O -2.28 -3.76 3.99
C -1.50 -3.17 6.43
F -1.99 -2.60 7.52
F -1.44 -4.49 6.73
F -0.27 -2.80 6.37
C -2.72 -0.53 5.37
C -2.38 0.69 4.59
H -2.80 0.64 3.59
H -2.72 1.60 5.10
H -1.29 0.69 4.61
H -2.22 -0.43 6.33
H -3.76 -0.54 5.72
H -3.47 -3.03 5.46
C 4.00 3.95 -2.52
O 3.07 2.95 -2.27
C 2.02 3.02 -3.16
C 1.09 1.86 -3.17
N 0.47 1.43 -1.80
H 0.20 0.47 -1.90
H 1.21 1.31 -1.11
C -0.75 2.13 -1.15
C -2.09 1.45 -1.43
O -1.92 0.13 -0.93
C -2.85 -0.89 -1.23
H 3.54 4.92 -2.67
H 4.57 3.80 -3.44
H 4.78 4.04 -1.75
H 2.33 3.28 -4.17
H 1.34 3.81 -2.83
H 1.69 1.01 -3.49
H 0.28 1.88 -3.90
H -0.80 3.09 -1.65
H -0.54 2.09 -0.08
H -2.26 1.54 -2.50
H -2.98 1.75 -0.88
H -2.76 -1.87 -0.76
H -2.92 -0.99 -2.31
H -3.76 -0.50 -0.77

- Which formula does entry 2 have?
  C18H33N8O6

- Which of these has the lowest calculated total energy?
  C18H34AgF9NO8

Copy entry 2 word for word.
DFT (the ωB97M-V functional and the def2-TZVPD basis) results for a 2-piece molecular cluster, C18H33N8O6 overall at a distorted geometry.

Calculated values
HOMO energy: -10.84 eV
2S+1: 1
calculated total energy: -43404.087 eV
Kohn-Sham gap: 8.2 eV
total charge: +1

Positions of all 65 atoms, in Å:
O 6.12 0.13 -4.02
O -2.75 -4.96 4.83
O -2.18 -2.26 0.32
O 5.16 5.67 -2.87
N -6.48 -2.31 0.27
O -4.89 -5.54 5.29
O -2.21 -0.72 1.99
C 5.54 1.20 -4.12
C -3.93 -4.65 4.96
C -2.53 -1.93 1.45
C 5.68 4.58 -2.69
C -7.19 -1.20 0.29
C -5.75 -1.04 1.99
C -5.59 -2.23 1.34
C -0.07 0.06 -1.10
N -0.99 -0.65 -1.68
N -6.77 -0.39 1.32
N 6.97 4.56 -2.30
N 0.47 1.10 -1.73
N -3.55 -2.42 3.72
N 5.54 2.05 -3.10
N 0.27 -0.29 0.11
C 4.81 1.54 -5.41
C 7.87 3.44 -2.02
C -4.28 -2.40 6.02
C -4.64 -3.35 1.64
C 1.55 1.99 -1.25
C -4.36 -3.19 4.71
C -3.32 -2.94 2.34
C 2.61 2.20 -2.35
C 3.71 3.18 -1.90
C 4.82 3.33 -2.97
H -4.44 -6.39 5.42
H -1.89 -0.16 1.27
H -7.99 -0.97 -0.41
H -5.20 -0.70 2.86
H -1.42 -1.42 -1.18
H -1.30 -0.44 -2.62
H -7.19 0.50 1.57
H 7.36 5.48 -2.19
H 0.12 1.28 -2.65
H -2.66 -2.14 4.14
H 6.09 1.74 -2.31
H 1.00 0.20 0.58
H -0.06 -1.18 0.46
H 4.95 0.73 -6.12
H 5.23 2.45 -5.82
H 3.75 1.67 -5.21
H 8.05 2.86 -2.92
H 7.46 2.79 -1.24
H 8.83 3.82 -1.67
H -4.61 -1.37 5.87
H -4.92 -2.86 6.78
H -3.25 -2.39 6.40
H -5.16 -4.11 2.23
H -4.38 -3.83 0.69
H 1.12 2.96 -0.99
H 2.04 1.58 -0.37
H -5.40 -3.21 4.39
H -2.70 -3.83 2.42
H 2.13 2.59 -3.24
H 3.05 1.23 -2.58
H 3.25 4.15 -1.73
H 4.16 2.83 -0.97
H 4.33 3.58 -3.91